C22H37BClF3I2N7O11 | ωB97M-V/def2-TZVPD

## Properties
Charge: +1
Kohn-Sham gap, Ha: 0.3004
2S+1: 1
Calculated total energy, eV: -93887.488
Highest occupied orbital energy, eV: -12.1

The geometry in XYZ format:
```
84
Properties=species:S:1:pos:R:3:forces:R:3
C 4.692 0.976 -1.200 -0.84 -0.93 0.03
C 3.629 2.135 -0.632 1.73 -0.31 -0.39
Cl 4.439 3.725 -1.299 -1.10 -1.04 0.52
C 2.167 2.119 -1.341 2.66 3.26 -2.66
N 1.030 1.379 -0.708 -0.28 0.87 1.38
C 1.695 0.391 0.280 2.60 -3.89 5.55
C 1.890 0.763 1.908 0.89 -2.25 -0.49
C 2.653 -0.240 2.987 -0.14 -1.39 -5.15
C 3.257 -1.639 2.339 -2.80 4.21 -2.20
C 2.965 -1.805 0.704 -0.21 1.68 2.47
N 2.286 -0.877 -0.198 -0.21 1.55 3.84
C 0.305 2.541 0.022 -4.03 1.53 1.62
C -1.125 1.812 0.523 2.39 -0.36 2.23
I -2.523 3.084 1.712 1.03 -0.60 -1.07
C -1.625 0.869 -0.694 1.13 -1.56 2.11
C -1.812 -0.661 -0.035 -0.40 -0.40 1.10
B -2.806 -0.731 1.316 -1.03 0.16 1.11
O -2.286 -0.567 2.715 -3.68 -0.97 -2.85
O -4.267 -1.025 1.097 3.53 -1.34 -0.53
C -3.017 1.016 -1.497 -0.47 -0.12 -1.67
C -3.733 2.440 -1.704 -1.93 1.79 -2.09
O -2.960 3.666 -1.565 -0.09 -0.95 -0.37
C -5.136 2.689 -0.835 -2.26 0.68 1.53
F -5.189 4.082 -0.248 0.02 -4.61 -2.02
F -5.343 1.767 0.290 0.48 2.81 -3.62
F -6.346 2.586 -1.724 3.91 0.25 2.92
C -0.171 0.914 -1.570 -2.18 -2.00 -3.61
I -0.005 -1.118 -2.548 0.58 -0.30 0.95
C -0.264 1.552 -3.114 1.56 0.76 -1.19
C -0.438 3.101 -3.361 0.90 5.11 -1.04
N 0.504 4.133 -3.380 -3.74 -4.61 0.47
H 4.801 0.062 -0.446 -0.24 2.16 -1.52
H 4.198 0.515 -2.183 1.26 1.07 2.06
H 5.752 1.425 -1.443 -2.37 -0.84 0.62
H 3.680 2.300 0.515 -0.37 -0.52 -2.16
H 1.866 3.275 -1.354 0.54 -2.76 -0.33
H 2.405 1.855 -2.465 -0.88 0.14 2.37
H 1.494 1.769 2.390 0.80 -2.34 -1.31
H 2.774 0.082 4.119 -0.33 -0.74 -2.73
H 3.838 -2.417 2.992 -1.29 1.56 -1.55
H 3.404 -2.821 0.252 -1.25 2.72 0.73
H 0.914 3.146 0.815 -0.90 -1.87 -1.32
H -0.161 3.395 -0.628 1.68 -1.90 0.02
H -0.693 1.231 1.475 -1.51 0.38 -2.44
H -0.801 -1.109 0.362 -1.73 0.81 -1.21
H -2.392 -1.392 -0.780 1.81 1.62 1.29
H -3.126 -0.750 3.270 1.95 0.60 -0.97
H -4.324 -1.761 0.390 0.00 1.92 1.56
H -2.811 0.573 -2.592 -0.25 1.17 2.38
H -3.899 0.278 -1.159 2.30 1.73 -0.03
H -4.132 2.462 -2.834 0.56 -0.40 2.57
H -3.334 4.441 -2.078 0.18 -1.65 0.83
H -1.080 0.981 -3.777 1.64 1.49 2.06
H 0.745 1.187 -3.646 -2.16 1.19 1.18
H -1.519 3.493 -3.697 2.22 -1.48 0.88
H 0.029 5.036 -3.633 0.36 -1.14 0.18
C -2.892 -4.380 3.629 -0.20 -0.05 0.32
N -1.649 -4.848 2.957 0.83 -0.36 -0.28
O -0.883 -5.561 3.616 -1.00 1.05 -1.28
O -1.477 -4.486 1.787 -0.04 -0.54 1.60
H -2.911 -4.772 4.648 0.11 0.05 -0.31
H -2.872 -3.289 3.636 0.00 -0.20 -0.15
H -3.739 -4.759 3.054 0.18 0.16 0.02
C 0.239 -6.122 -0.589 -0.16 0.29 0.16
N -0.185 -6.946 -1.754 -0.23 -0.72 -0.94
O -1.272 -6.671 -2.276 1.50 -0.49 0.58
O 0.585 -7.845 -2.111 -1.27 1.35 0.44
H -0.531 -5.374 -0.387 0.17 -0.29 -0.11
H 0.357 -6.794 0.264 0.09 0.11 -0.20
H 1.184 -5.643 -0.852 -0.09 -0.24 0.07
C 1.246 -6.211 5.787 -0.17 0.05 -0.34
N 2.631 -5.808 6.153 0.97 0.13 0.57
O 3.273 -5.166 5.314 -0.61 -0.73 1.17
O 3.033 -6.148 7.271 -0.46 0.65 -1.83
H 1.026 -5.847 4.781 0.21 -0.10 0.36
H 1.200 -7.302 5.821 -0.01 0.21 0.15
H 0.569 -5.762 6.517 0.17 -0.20 -0.04
C 2.421 7.336 -4.335 0.35 0.08 -0.06
N 1.131 8.006 -4.019 -0.50 1.13 0.23
O 1.153 9.233 -3.865 -0.36 -2.14 -0.21
O 0.132 7.282 -3.934 0.97 0.94 -0.03
H 3.210 8.090 -4.379 -0.31 -0.11 0.03
H 2.621 6.614 -3.540 -0.14 0.01 -0.20
H 2.307 6.841 -5.302 -0.05 -0.01 0.25
```
Positions in Å, forces in eV/Å.


C22H37BrDyO3SSi | ωB97M-V/def2-TZVPD

## Properties
Charge: -1
Kohn-Sham gap (spin up / spin down), Ha: 0.2553 / 0.2592
2S+1: 6
Calculated total energy, eV: -142403.564
Highest occupied orbital energy (spin up / spin down), eV: -4.6 / -4.5
Energy relative to the best compared isomer or geometry (same formula, charge and spin), eV: 0.7314

The geometry in XYZ format:
```
66
Properties=species:S:1:pos:R:3:forces:R:3
C 3.903 -0.438 -2.806 0.03 0.23 0.94
C 2.983 0.383 -2.068 1.11 -0.32 0.62
C 2.971 -0.076 -0.720 0.28 0.26 -0.50
H 2.400 1.210 -2.461 0.17 -0.27 0.09
C 3.817 -1.212 -0.612 0.34 0.43 -0.97
C 4.421 -1.435 -1.901 -0.15 0.90 0.68
H 5.138 -2.217 -2.118 -0.10 0.25 -0.01
H 4.124 -0.323 -3.860 0.10 -0.06 0.21
H 2.418 0.396 0.091 0.01 -0.37 -0.41
H 3.988 -1.799 0.291 -0.06 0.18 -0.34
Dy 2.069 -2.030 -2.461 -1.02 1.38 2.77
Br 0.173 -0.531 -3.545 -0.77 0.80 -0.49
C 1.556 -4.109 -3.666 0.74 0.23 -0.81
C 2.896 -4.361 -3.198 -0.02 0.21 -1.17
C 3.775 -3.489 -3.914 -0.75 -0.77 -0.48
H 3.213 -5.151 -2.519 -0.17 0.30 -0.09
C 2.994 -2.648 -4.760 -0.12 -1.32 -0.38
C 1.629 -3.042 -4.635 0.42 -1.24 -0.30
H 0.795 -2.559 -5.135 0.26 -0.34 0.15
H 0.661 -4.623 -3.335 0.07 0.14 -0.04
H 4.861 -3.590 -3.952 -0.40 0.38 0.38
H 3.386 -1.921 -5.474 -0.23 -0.18 0.42
C -0.589 3.229 -0.920 -0.06 -0.02 -0.18
C -0.266 2.982 0.544 0.10 -0.60 0.36
C 0.836 3.922 1.020 0.10 0.09 -0.13
C -1.512 3.235 1.383 -0.63 0.18 0.21
O 0.250 1.619 0.709 -0.20 0.99 -0.50
Si -0.670 0.240 0.768 -0.79 0.71 0.08
S 0.171 -1.422 0.021 0.67 -1.32 0.02
O -1.211 0.223 2.340 0.09 -0.17 0.83
C -0.621 0.146 3.647 -0.01 -0.10 -0.77
C 0.622 -0.728 3.605 0.30 -0.31 0.19
C -0.240 1.540 4.131 0.09 0.29 0.29
C -1.682 -0.451 4.569 -0.10 -0.13 0.21
O -2.086 0.603 -0.039 0.11 0.17 0.31
C -3.310 -0.119 -0.074 0.17 -0.22 -0.24
C -3.235 -1.140 -1.203 -0.16 -0.14 -0.43
C -3.623 -0.831 1.228 -0.53 -0.32 0.63
C -4.413 0.900 -0.333 -0.10 0.20 -0.37
H -0.981 4.247 -1.041 0.09 -0.07 -0.02
H -1.349 2.523 -1.276 0.27 0.11 0.10
H 0.317 3.125 -1.519 -0.07 -0.05 -0.09
H 0.484 4.962 0.984 0.03 -0.18 0.01
H 1.136 3.698 2.052 -0.04 -0.02 -0.27
H 1.697 3.843 0.353 0.10 -0.08 0.17
H -2.374 2.658 1.020 0.37 0.13 0.13
H -1.353 2.995 2.437 0.00 0.05 -0.30
H -1.777 4.304 1.322 0.11 -0.24 -0.04
H 1.423 -0.235 3.038 -0.21 -0.14 0.02
H 0.991 -0.907 4.626 -0.06 0.04 -0.20
H 0.405 -1.694 3.130 0.05 0.25 0.06
H -1.136 2.160 4.266 0.20 -0.10 -0.07
H 0.266 1.482 5.107 -0.10 -0.07 -0.18
H 0.444 2.031 3.426 -0.23 -0.18 0.12
H -2.529 0.239 4.677 0.12 -0.15 -0.12
H -2.052 -1.404 4.172 0.09 0.20 0.00
H -1.270 -0.637 5.571 -0.04 0.09 -0.20
H -2.396 -1.835 -1.058 -0.27 0.27 0.05
H -4.180 -1.703 -1.254 0.21 0.06 -0.03
H -3.082 -0.627 -2.163 0.02 -0.13 0.21
H -3.675 -0.122 2.066 0.17 -0.22 -0.20
H -4.613 -1.310 1.149 0.21 0.12 -0.10
H -2.907 -1.627 1.464 0.03 0.28 -0.06
H -4.435 1.642 0.473 0.02 -0.06 -0.14
H -4.249 1.411 -1.299 -0.03 -0.14 0.41
H -5.390 0.401 -0.365 0.13 0.08 -0.04
```
Positions in Å, forces in eV/Å.


C22H37ClCuP2 | ωB97M-V/def2-TZVPD

## Properties
Kohn-Sham gap (spin up / spin down), Ha: 0.1517 / 0.1111
2S+1: 2
Calculated total energy, eV: -99144.387
Highest occupied orbital energy (spin up / spin down), eV: -4.5 / -4.5
Energy relative to the best compared isomer or geometry (same formula, charge and spin), eV: 5.6273

The geometry in XYZ format:
```
63
Properties=species:S:1:pos:R:3:forces:R:3
P 0.224 -1.667 -2.475 -1.08 -0.39 -3.10
P 0.443 1.475 -0.953 -0.02 0.63 -1.75
C 0.756 -0.061 -3.202 0.67 0.86 0.53
C 1.578 0.844 -2.258 -0.31 -0.19 -0.40
H -0.150 0.453 -3.577 0.39 -0.27 0.29
H 1.376 -0.321 -4.086 -0.43 -0.25 0.43
H 2.407 0.299 -1.788 -0.07 0.05 -0.15
H 1.964 1.690 -2.843 0.20 -0.32 0.16
C -0.052 3.013 -1.922 -0.21 0.02 -0.05
H -0.373 3.821 -1.246 0.05 -0.32 -0.11
H -0.874 2.825 -2.627 0.18 0.05 0.14
H 0.804 3.381 -2.511 -0.22 -0.06 0.33
C 1.494 2.214 0.250 -0.79 0.76 -0.88
H 1.985 3.128 -0.080 0.19 -0.03 0.14
H 2.305 1.467 0.502 0.41 0.73 -0.65
H 0.719 2.461 0.992 0.88 0.10 -0.01
C -0.553 -2.206 -4.076 -0.46 -0.48 -0.12
H -0.878 -3.267 -4.062 0.30 0.65 0.03
H 0.159 -2.071 -4.908 -0.14 -0.05 0.45
H -1.446 -1.590 -4.302 0.49 -0.34 0.28
C 1.692 -2.710 -2.451 0.58 -0.13 0.37
H 2.587 -2.099 -2.299 -0.11 -0.12 0.11
H 1.792 -3.241 -3.405 -0.13 0.21 0.19
H 1.631 -3.448 -1.652 0.09 0.04 0.03
Cu 1.798 0.594 1.671 1.07 -0.65 2.26
C -2.288 0.549 -1.462 -1.53 -0.66 -1.44
C -2.895 -0.107 -2.510 1.08 1.68 0.85
C -4.048 -0.987 -2.207 0.20 -1.62 0.04
C -3.640 -2.432 -1.731 -1.68 -0.01 -0.22
C -2.239 -2.844 -1.840 0.11 -0.93 -0.28
C -1.070 -2.230 -1.174 0.46 -0.81 -1.08
C -1.202 -1.264 -0.054 0.06 0.83 0.98
C -2.229 -0.121 -0.129 -0.20 0.68 0.40
C 3.105 -0.822 2.359 -0.57 0.21 -0.48
H -2.056 1.613 -1.501 0.78 -0.72 -0.50
H -2.605 0.069 -3.554 -0.75 0.73 0.34
H -4.704 -1.069 -3.090 0.33 0.03 0.32
H -4.638 -0.551 -1.396 0.02 0.11 -0.27
H -3.990 -2.537 -0.680 0.20 -0.05 -0.39
H -4.253 -3.134 -2.335 0.38 0.17 0.56
H -2.116 -3.854 -2.294 0.28 0.96 0.46
H -0.493 -3.110 -0.847 0.18 0.32 0.28
H -0.222 -0.798 0.094 -0.10 -0.16 0.22
H -1.393 -1.833 0.842 -0.17 -0.20 0.43
H -3.196 -0.480 0.209 -0.36 -0.13 -0.04
H -1.933 0.646 0.593 0.01 -0.34 0.09
H 4.151 -0.456 2.277 -0.63 -0.26 -0.06
H 2.910 -1.644 1.663 0.56 -0.45 0.37
H 2.895 -1.114 3.408 0.02 0.12 -0.61
Cl -0.558 0.955 2.708 -0.13 0.09 -0.23
C 0.320 1.287 4.179 -0.11 -0.02 1.86
C -0.186 0.723 5.352 1.19 0.79 0.01
C 0.552 0.904 6.537 -0.92 -0.51 -0.09
C 1.715 1.665 6.533 0.24 -0.06 0.57
C 2.180 2.245 5.375 -0.01 -0.20 0.12
C 1.510 2.042 4.158 0.37 0.24 -0.85
C 2.090 2.479 2.909 0.06 0.00 -0.17
H -1.096 0.156 5.328 -0.23 -0.22 0.06
H 0.184 0.425 7.449 0.22 0.27 -0.28
H 2.269 1.809 7.464 -0.19 -0.06 -0.20
H 3.080 2.872 5.359 -0.41 -0.34 0.06
H 3.171 2.689 2.912 -0.41 0.23 0.41
H 1.528 3.272 2.403 0.11 -0.18 0.24
```
Positions in Å, forces in eV/Å.